(1)
Computed, not measured: an isolated molecule of C5H10OS at a distorted geometry, with ωB97M-V/def2-TZVPD.

## Properties
ΔE to the lowest compared entry with this formula, charge and spin: 106.1 kcal per mole
lowest unoccupied orbital energy: 0.8 eV
HOMO level: -7.60 eV

Structure (XYZ):
```
17
Properties=species:S:1:pos:R:3:nbo_charge:R:1
S 1.9980 -0.2060 -1.1586 0.286
O -0.2173 1.6507 1.6316 -0.520
C -0.8200 -0.3390 -0.9221 -0.720
C 0.6663 1.1114 0.8254 0.192
C 0.5259 0.4343 -0.4790 -0.367
C 1.7813 -1.8689 -0.8400 -0.849
C -1.7339 1.6702 1.4528 -0.231
H 1.7831 1.0637 1.2770 0.213
H 2.5637 -2.5018 -1.4396 0.241
H -2.2324 0.5923 1.3786 0.198
H 0.8828 -2.2940 -1.4655 0.228
H -1.8163 2.2206 0.4734 0.199
H 1.9784 -2.2832 0.2120 0.226
H -2.0569 2.1989 2.2310 0.188
H -1.2409 0.5100 -1.5551 0.245
H -1.1141 -0.7772 0.1170 0.234
H -0.9479 -1.1821 -1.7392 0.239
```

=====

(2)
Computed, not measured: a structure of composition C5H10OS2 at a distorted geometry, with ωB97M-V/def2-TZVPD.

## Properties
ΔE to the lowest compared entry with this formula, charge and spin: 156.0 kcal per mole
lowest unoccupied orbital energy: 0.3 eV
HOMO level: -8.91 eV

Structure (XYZ):
```
18
Properties=species:S:1:pos:R:3:nbo_charge:R:1
S -2.2740 -0.3605 -0.0927 0.011
S 1.9204 -0.2506 0.6515 0.010
O 0.7011 1.9606 -1.3647 -0.691
C -0.6152 1.1943 1.3379 -0.624
C 0.3756 -1.8939 -0.8068 -0.590
C -0.0173 0.7369 -1.1477 0.084
C -0.6776 0.3611 0.1798 -0.330
C 0.5740 -0.5041 -0.3823 -0.244
H -2.5340 -0.6303 1.3956 0.150
H 1.3477 -2.3258 -1.2021 0.214
H 0.6718 1.2085 2.0179 0.258
H 0.0717 -2.4718 0.0887 0.218
H 3.0420 -0.8800 -0.0478 0.153
H -1.5829 0.6968 2.3692 0.216
H 1.3211 1.9757 -0.4698 0.477
H -1.0613 2.3781 0.7867 0.260
H -0.8946 0.7780 -1.9333 0.216
H -0.3686 -1.9730 -1.3802 0.210
```

=====

(3)
Computed, not measured: a structure of composition C5H10S at a distorted geometry, with ωB97M-V/def2-TZVPD.

## Properties
ΔE to the lowest compared entry with this formula, charge and spin: 162.1 kcal per mole
lowest unoccupied orbital energy: 0.8 eV
HOMO level: -9.12 eV

Structure (XYZ):
```
16
Properties=species:S:1:pos:R:3:nbo_charge:R:1
S 2.3394 -1.4565 -0.0678 -0.018
C -0.1741 -0.2864 -0.4621 -0.206
C -1.1961 -0.5332 0.3207 -0.209
C -2.7211 -0.7173 -0.0947 -0.680
C 1.7260 1.3863 -0.2217 -0.667
C 1.1571 -0.1010 0.4179 -0.366
H -1.2340 -0.0630 1.2952 0.193
H 3.4683 -0.7943 0.3921 0.133
H 2.4035 1.9282 0.9187 0.209
H -2.6342 -1.4744 -1.2125 0.214
H 2.5655 0.9764 -1.1683 0.241
H -3.7092 -1.1224 0.7819 0.236
H 0.6876 2.0072 -0.5280 0.239
H 0.8047 0.2537 1.5171 0.236
H -0.1137 -0.3277 -1.5088 0.218
H -3.3697 0.3245 -0.3796 0.229
```

=====

(4)
Computed, not measured: a cluster of 2 separate species, C5H10S in total at a distorted geometry, with ωB97M-V/def2-TZVPD.

## Properties
ΔE to the lowest compared entry with this formula, charge and spin: 46.5 kcal per mole
lowest unoccupied orbital energy: 0.8 eV
HOMO level: -8.84 eV

Structure (XYZ):
```
16
Properties=species:S:1:pos:R:3:nbo_charge:R:1
S -0.6291 -4.3305 0.0055 -0.046
C -1.8827 2.6754 -0.4557 -0.376
C 1.4990 1.2996 0.1894 -0.387
C 0.7568 -3.1610 -0.0255 -0.735
C -0.8852 2.0530 0.2525 -0.225
C 0.4853 2.1250 -0.2475 -0.219
H 1.2432 -3.1468 0.9536 0.221
H -1.2347 -3.6337 1.0113 0.117
H 1.2282 0.5432 0.9451 0.182
H 0.7281 2.8816 -1.0070 0.204
H 0.4245 -2.2025 -0.4488 0.222
H -1.6679 3.3292 -1.2723 0.199
H -2.9239 2.5509 -0.0538 0.204
H 1.4266 -3.6154 -0.7844 0.221
H 2.4989 1.1705 -0.2329 0.208
H -1.0671 1.4618 1.1705 0.211
```

=====

(5)
Computed, not measured: a cluster of 2 separate species, C5H10S2 in total at a distorted geometry, with ωB97M-V/def2-TZVPD.

## Properties
2S+1: 2
lowest unoccupied orbital energy (spin up / spin down): 3.6 / 3.0 eV
HOMO level (spin up / spin down): -2.85 / -2.86 eV
charge: -1

Structure (XYZ):
```
17
Properties=species:S:1:pos:R:3:nbo_charge:R:1
S 1.3200 -0.3414 0.3063 -0.237
S -1.5470 0.4747 2.2194 -0.640
C -0.5794 -0.6386 3.2869 -0.740
C -1.5330 -0.4796 -1.5236 -0.404
C 1.8935 1.0407 -1.9870 -0.306
C 0.6984 0.7110 -1.2459 -0.390
C -0.3013 -0.1902 -1.8995 -0.191
H 0.4660 -0.3357 3.3510 0.178
H 0.2424 0.1917 1.0150 0.181
H -0.5761 -1.6683 2.9220 0.178
H 0.1932 -0.7904 -2.6704 0.175
H -1.9025 -0.1291 -0.5671 0.239
H 0.2181 1.4765 -0.6446 0.246
H -2.1951 -1.0157 -2.1869 0.183
H -0.9863 -0.6438 4.3006 0.185
H 2.4031 0.2630 -2.5465 0.166
H 2.1860 2.0750 -2.1296 0.176
```

=====

(6)
Computed, not measured: an isolated molecule of C5H10S2 at a distorted geometry, with ωB97M-V/def2-TZVPD.

## Properties
ΔE to the lowest compared entry with this formula, charge and spin: 76.1 kcal per mole
lowest unoccupied orbital energy (spin up / spin down): 0.2 / 0.1 eV
HOMO level (spin up / spin down): -7.58 / -7.64 eV

Structure (XYZ):
```
17
Properties=species:S:1:pos:R:3:nbo_charge:R:1
S 1.2577 0.3287 -1.7593 0.191
S 0.6681 3.0355 -0.6313 0.065
C 0.4090 -0.2426 0.5795 -0.082
C -0.6380 -1.2308 0.0962 -0.457
C -1.9630 -0.8666 0.8198 -0.598
C 0.0994 1.4468 -0.9703 -0.579
C 1.7836 -0.2525 -0.1145 -0.559
H 2.0132 2.9365 -0.8160 0.140
H -0.2105 -2.3342 0.0687 0.203
H 2.2579 -1.2270 -0.0667 0.218
H 0.4338 0.0108 1.6109 0.191
H -0.8616 -1.0892 -0.8813 0.211
H -0.9204 1.2835 -1.2555 0.224
H -2.0112 0.1236 0.5467 0.207
H -1.8694 -0.9090 1.8858 0.199
H -2.8685 -1.5570 0.6032 0.213
H 2.4199 0.5436 0.2839 0.213
```